(1)
The following is a quantum chemistry calculation of the molecule C2H6N2OS at a distorted geometry, from the Open Molecules 2025 dataset.

```
12
Properties=species:S:1:pos:R:3:mulliken_charge:R:1
C 2.24 -0.08 0.14 -0.8208
S 0.71 -0.84 -0.41 -0.0859
C -0.32 0.63 -0.30 0.5378
O 0.14 1.74 -0.22 -0.5600
N -1.71 0.44 -0.23 -0.0888
N -2.30 -0.78 0.06 -0.6521
H 2.43 0.78 -0.46 0.2862
H 3.01 -0.80 0.00 0.3277
H 2.21 0.28 1.16 0.2832
H -2.29 1.24 -0.01 0.2553
H -2.11 -1.43 -0.69 0.2621
H -2.00 -1.18 0.94 0.2555
```

Values from the calculation:
SMILES = CSC(=O)NN
LUMO = 0.02533 hartree
Kohn-Sham gap = 10.2 eV
calculated total energy = -18033.7169 eV
energy above the lowest of the compared OMol25 structures with the same formula, charge and spin = 105.0 kJ/mol
net charge = 0

(2)
The following is a quantum chemistry calculation of a cluster of 2 separate species, C6H6F3O5S in total at a distorted geometry, from the Open Molecules 2025 dataset.

```
21
Properties=species:S:1:pos:R:3:mulliken_charge:R:1
C -0.21 -1.50 1.96 -0.1560
C 0.90 -1.82 1.30 -0.3333
C 2.22 -1.82 0.34 -0.3030
C 3.16 -0.54 0.79 -0.4655
O 3.06 0.56 -0.16 -0.3082
C 1.87 1.34 0.04 0.1211
O 0.90 1.24 -0.80 -0.3783
H -1.05 -0.96 2.53 0.3212
H 1.94 -1.68 -0.77 0.2607
H 2.80 -2.79 0.50 0.3192
H 4.25 -0.96 0.77 0.2438
H 2.91 -0.26 1.88 0.3563
H 1.72 2.12 0.88 0.3409
C -2.83 1.63 -1.56 0.5651
F -2.70 2.68 -0.71 -0.2398
F -3.73 2.02 -2.50 -0.2474
F -1.64 1.53 -2.21 -0.2160
S -3.32 0.05 -0.70 1.0566
O -4.60 0.34 -0.07 -0.6812
O -2.25 -0.22 0.26 -0.5817
O -3.41 -0.96 -1.76 -0.6747
```

Values from the calculation:
LUMO = 0.10533 hartree
Kohn-Sham gap = 8.3 eV
calculated total energy = -35541.6763 eV
net charge = -1

(3)
The following is a quantum chemistry calculation of a structure of composition C12H23NO9Rb at a distorted geometry, from the Open Molecules 2025 dataset.

```
46
Properties=species:S:1:pos:R:3:mulliken_charge:R:1
Rb 2.76 1.56 -0.90 1.0023
C -1.72 3.22 1.41 -1.4661
C -1.32 1.66 1.36 -0.3888
C -1.86 0.79 0.19 -0.1488
N -1.37 -0.67 0.27 0.1385
C -2.10 -1.34 -0.92 -0.6303
C -1.81 -2.87 -1.07 -0.6041
C -2.07 -3.61 0.34 -0.8825
C -1.38 -2.95 1.58 -0.5884
C -1.72 -1.40 1.59 -0.5822
C 0.16 -0.74 0.03 -0.7839
H -1.14 3.69 2.20 0.3948
H -2.73 3.25 1.83 0.3863
H -1.50 3.70 0.46 0.3572
H -1.42 1.27 2.37 0.3346
H -0.23 1.76 1.34 0.2471
H -1.57 1.24 -0.76 0.0791
H -2.94 0.84 0.32 0.3856
H -3.15 -1.19 -0.70 0.4864
H -1.83 -0.83 -1.84 0.4471
H -2.58 -3.21 -1.77 0.3975
H -0.78 -3.12 -1.33 0.2879
H -3.14 -3.66 0.52 0.3600
H -1.84 -4.68 0.24 0.4069
H -1.81 -3.52 2.41 0.4091
H -0.30 -3.08 1.45 0.2747
H -2.77 -1.21 1.79 0.4418
H -1.15 -0.90 2.37 0.3717
H 0.50 -1.77 0.00 0.3730
H 0.53 -0.25 0.93 0.6526
H 0.42 -0.13 -0.83 -0.1982
O -1.12 2.03 -2.97 -0.4076
C -0.05 1.86 -3.71 0.4907
O -0.24 1.67 -4.94 -0.7663
O 1.05 1.78 -3.21 -0.5895
H -1.88 2.21 -3.53 0.2723
O 1.52 0.58 3.36 -0.3867
C 2.74 0.95 2.97 0.5144
O 3.49 1.31 3.85 -0.7323
O 3.10 0.98 1.76 -0.6285
H 1.84 0.42 4.25 0.2631
O 7.30 0.55 -2.70 -0.4017
C 5.96 0.75 -2.66 0.8006
O 5.48 1.51 -1.80 -0.4700
O 5.21 0.47 -3.63 -0.2468
H 7.47 1.08 -1.91 0.3275
```

Values from the calculation:
multiplicity = 2
LUMO (spin up / spin down) = -0.00574 / -0.14685 hartree
Kohn-Sham gap (spin up / spin down) = 7.2 / 3.4 eV
calculated total energy = -33387.7170 eV
net charge = 0
<S²> = 0.76

(4)
The following is a quantum chemistry calculation of a structure of composition C3Li2O6 at a distorted geometry, from the Open Molecules 2025 dataset.

```
11
Properties=species:S:1:pos:R:3:mulliken_charge:R:1
O 0.36 1.64 0.73 -0.5812
C 0.77 1.48 -0.44 -0.4199
O 1.18 0.09 -0.47 0.0575
C 2.39 -0.36 -1.03 0.6031
O 3.34 0.42 -1.06 -0.6704
O 2.39 -1.60 -1.17 -0.7320
Li -0.10 -0.27 1.00 0.7313
C -2.69 0.24 -0.26 0.5129
O -3.87 0.11 -0.60 -0.6496
O -2.04 -0.57 0.46 -0.6771
Li -3.56 -1.83 0.03 0.8254
```

Values from the calculation:
multiplicity = 2
LUMO (spin up / spin down) = 0.02592 / 0.01565 hartree
Kohn-Sham gap (spin up / spin down) = 3.6 / 3.3 eV
calculated total energy = -15807.0303 eV
energy above the lowest of the compared OMol25 structures with the same formula, charge and spin = 256.4 kJ/mol
net charge = -1
<S²> = 0.75

(5)
The following is a quantum chemistry calculation of a structure of composition C2HO4Sr at a distorted geometry, from the Open Molecules 2025 dataset.

```
8
Properties=species:S:1:pos:R:3:mulliken_charge:R:1
O 1.35 -0.86 -0.11 -0.8333
O -3.24 -0.46 0.15 -0.0618
O 0.14 -0.34 0.46 -0.1125
O -3.47 0.87 -0.26 -0.4736
C -2.10 -0.85 0.03 0.2927
C -0.87 -0.55 -0.39 0.0100
H -0.63 -0.72 -1.45 0.3376
Sr 3.13 0.66 0.04 1.8409
```

Values from the calculation:
LUMO (spin up / spin down) = -0.23541 / -0.23541 hartree
Kohn-Sham gap (spin up / spin down) = 4.9 / 4.9 eV
calculated total energy = -11099.0993 eV
energy above the lowest of the compared OMol25 structures with the same formula, charge and spin = 927.9 kJ/mol
net charge = +1

(6)
The following is a quantum chemistry calculation of a cluster of 5 separate species, H10O5 in total, from the Open Molecules 2025 dataset.

```
15
Properties=species:S:1:pos:R:3:mulliken_charge:R:1
O 0.16 2.97 0.68 -0.6169
H 0.40 2.04 0.65 0.2969
H -0.11 3.17 -0.22 0.3163
O -1.69 -3.26 -0.94 -0.6453
H -1.86 -4.01 -0.36 0.3231
H -2.03 -2.50 -0.47 0.3153
O -1.81 0.93 -0.10 -0.5987
H -1.98 0.44 -0.91 0.2925
H -1.32 0.30 0.44 0.3279
O 0.31 -0.93 -0.04 -0.6084
H 0.39 -1.84 -0.33 0.3333
H 1.21 -0.62 0.09 0.3145
O 2.50 0.83 0.55 -0.6551
H 2.54 1.50 -0.13 0.3190
H 3.28 0.97 1.09 0.2854
```

Values from the calculation:
SMILES = O.O.O.O.O
LUMO = 0.01681 hartree
Kohn-Sham gap = 11.2 eV
calculated total energy = -10399.8824 eV
energy above the lowest of the compared OMol25 structures with the same formula, charge and spin = 93.3 kJ/mol
net charge = 0

(7)
The following is a quantum chemistry calculation of a cluster of 2 separate species, C6H10O in total, from the Open Molecules 2025 dataset.

```
17
Properties=species:S:1:pos:R:3:mulliken_charge:R:1
C -0.05 -1.20 -2.30 -0.7559
C -0.77 0.09 -2.22 -0.2160
O -0.91 -0.12 0.23 -0.3765
C -0.86 0.42 1.55 -0.2801
C 0.49 0.00 2.14 -0.5876
C 1.18 0.75 0.95 -0.4940
C -0.21 1.12 0.44 -0.1810
H 0.99 -1.16 -1.99 0.1977
H -0.54 -2.10 -1.89 0.2762
H -0.04 -1.32 -3.40 0.3592
H -1.85 -0.16 -2.24 0.1295
H -1.81 0.59 2.04 0.4531
H 0.64 -1.08 2.21 0.2680
H 0.70 0.47 3.10 0.2809
H 1.77 1.61 1.28 0.2658
H 1.77 0.14 0.26 0.1735
H -0.52 1.96 -0.17 0.4872
```

Values from the calculation:
LUMO = 0.02209 hartree
Kohn-Sham gap = 8.9 eV
calculated total energy = -8425.3782 eV
energy above the lowest of the compared OMol25 structures with the same formula, charge and spin = 565.6 kJ/mol
net charge = 0

(8)
The following is a quantum chemistry calculation of a cluster of 2 separate species, CF2NP in total at a distorted geometry, from the Open Molecules 2025 dataset.

```
5
Properties=species:S:1:pos:R:3:mulliken_charge:R:1
C 1.10 0.28 0.10 0.2677
N 2.24 0.51 -0.03 -0.2318
F -2.13 1.21 -0.11 -0.5495
F -0.70 -1.55 -0.55 -0.1631
P -0.51 -0.45 0.59 0.6767
```

Values from the calculation:
LUMO (spin up / spin down) = -0.11528 / -0.11528 hartree
Kohn-Sham gap (spin up / spin down) = 8.7 / 8.7 eV
calculated total energy = -17248.2686 eV
energy above the lowest of the compared OMol25 structures with the same formula, charge and spin = 305.6 kJ/mol
net charge = 0